{"formula": "C14H20BrN5O4S", "method": "the ωB97M-V functional and the def2-TZVPD basis", "symbols": ["N", "C", "O", "C", "C", "C", "N", "C", "O", "C", "C", "N", "S", "O", "O", "C", "C", "C", "Br", "C", "N", "C", "N", "C", "C", "H", "H", "H", "H", "H", "H", "H", "H", "H", "H", "H", "H", "H", "H", "H", "H", "H", "H", "H", "H"], "coordinates": [[-2.1321, 2.1373, 1.7940], [-1.0609, 2.7623, 2.3281], [-1.1474, 3.4620, 3.3144], [0.2887, 2.4743, 1.6689], [0.2549, 2.5290, 0.1414], [1.6034, 2.1123, -0.4417], [2.0031, 0.8049, 0.0527], [1.8022, -0.2762, -0.7359], [1.2604, -0.1818, -1.8249], [2.4130, -1.6040, -0.2942], [1.6162, -2.7885, -0.8430], [0.4486, -3.0246, -0.0204], [-0.9862, -3.3673, -0.7869], [-1.8630, -3.8261, 0.2603], [-0.8012, -4.1845, -1.9460], [-1.4828, -1.7367, -1.2863], [-1.4136, -1.3624, -2.6047], [-1.7600, -0.0557, -2.9313], [-1.6922, 0.5432, -4.7165], [-2.1467, 0.8054, -1.9214], [-2.2118, 0.4408, -0.6507], [-1.8927, -0.8123, -0.3095], [-1.9173, -1.1421, 1.0001], [2.1593, 0.8132, 1.4902], [0.8007, 1.1056, 2.1358], [-3.0294, 2.3710, 2.1887], [-2.1220, 1.6529, 0.9032], [0.9760, 3.2418, 2.0420], [-0.4930, 1.8412, -0.2446], [0.0072, 3.5369, -0.1941], [1.5436, 2.0563, -1.5294], [2.3829, 2.8274, -0.1601], [2.4866, -1.7007, 0.7851], [3.4210, -1.6244, -0.7159], [1.2579, -2.5459, -1.8452], [2.2472, -3.6806, -0.9077], [0.6005, -3.6108, 0.7846], [-1.0965, -2.0792, -3.3462], [-2.4102, 1.8336, -2.1301], [-2.3927, -0.5095, 1.6245], [-1.9436, -2.1339, 1.2028], [2.5574, -0.1309, 1.8546], [2.8726, 1.6026, 1.7504], [0.0951, 0.3247, 1.8424], [0.8968, 1.0995, 3.2223]], "forces_ev_per_a": [[-0.5, -0.2, -0.1], [0.5, 0.0, -0.1], [0.0, 0.3, 0.4], [-0.2, 0.0, 0.0], [0.3, 0.0, 0.1], [-0.2, 0.2, -0.4], [0.2, 0.4, 0.0], [0.2, -0.2, 0.2], [0.0, -0.1, -0.2], [-0.3, -0.2, -0.3], [0.4, 0.3, -0.3], [-0.8, -0.2, -0.2], [0.3, 0.2, 0.3], [0.1, 0.0, 0.0], [0.1, 0.3, -0.1], [0.1, -0.7, 0.1], [-0.2, 0.3, -0.1], [0.0, -0.1, 0.0], [0.0, 0.0, 0.0], [0.1, -0.2, -0.3], [-0.1, -0.3, 0.3], [0.1, 0.2, -0.1], [-0.1, 0.0, 0.3], [-0.2, -0.3, 0.4], [0.3, 0.2, 0.0], [0.0, 0.0, 0.0], [0.0, 0.1, -0.1], [-0.1, 0.0, 0.0], [0.0, 0.1, 0.0], [-0.1, 0.0, 0.0], [0.1, 0.1, 0.1], [0.0, 0.0, 0.0], [0.1, 0.0, 0.0], [0.0, 0.0, 0.1], [0.3, 0.0, 0.0], [-0.1, 0.1, 0.0], [-0.2, -0.2, 0.2], [0.0, 0.0, -0.1], [0.0, 0.1, -0.1], [0.1, 0.0, 0.0], [-0.1, 0.2, 0.2], [0.0, 0.1, 0.0], [0.0, -0.1, 0.0], [0.0, -0.1, 0.0], [0.0, 0.0, 0.1]], "mol_weight_g_mol": 434.316, "orbital_gap_ha": 0.3301, "homo_energy_ha": -0.325, "e_lumo_ev": 0.148, "smiles": "NC(=O)C1CCN(C(=O)CCNS(=O)(=O)c2cc(Br)cnc2N)CC1"}

{"formula": "C3H10O4", "method": "the ωB97M-V functional and the def2-TZVPD basis", "symbols": ["C", "C", "C", "O", "O", "H", "H", "H", "H", "H", "H", "O", "H", "H", "O", "H", "H"], "coordinates": [[0.0622, 0.7712, -1.3141], [-0.2779, 0.9160, 0.2390], [-0.2898, -0.3466, 1.1507], [-1.2761, -1.1055, 1.2005], [0.8895, -0.5929, 1.8405], [1.1557, 0.6136, -1.3996], [-0.4997, -0.1052, -1.7497], [-0.2522, 1.6768, -1.8334], [-1.2474, 1.3014, 0.3028], [0.3515, 1.7259, 0.6326], [1.6684, -0.7013, 1.1852], [3.2561, -0.6023, 0.1283], [3.1823, -1.2801, -0.5690], [3.7354, 0.1072, -0.3067], [-3.8031, -0.5501, 0.2832], [-2.8532, -0.4430, 0.4286], [-3.8019, -1.3849, -0.2190]], "forces_ev_per_a": [[-0.2, -1.5, 1.3], [1.1, -0.2, -0.5], [-0.5, -1.4, -1.1], [3.1, 2.3, 0.4], [-0.3, -0.6, -1.7], [-0.7, 0.1, -0.3], [0.7, 0.9, 0.4], [0.2, -0.1, 0.1], [-1.7, 0.5, 0.0], [0.1, -0.6, 0.2], [-1.3, 0.8, 1.2], [-0.2, -0.7, -0.6], [0.0, 0.3, 0.5], [0.0, 0.3, 0.1], [0.0, -0.5, -0.7], [0.0, 0.0, 0.4], [-0.3, 0.5, 0.3]], "relative_energy_kj_mol": 75.0, "mol_weight_g_mol": 110.109, "orbital_gap_ha": 0.3884, "homo_energy_ha": -0.387, "e_lumo_ev": 0.045, "smiles": "CCC(=O)O.O.O"}

{"formula": "C2H3O2", "method": "the ωB97M-V functional and the def2-TZVPD basis", "symbols": ["C", "C", "O", "O", "H", "H", "H"], "coordinates": [[-0.5583, 0.3848, -0.2829], [0.3747, -0.6895, 0.2633], [1.4065, -0.1290, -0.4032], [0.6273, 0.6310, 0.4788], [-0.4633, 0.6127, -1.3995], [-1.5404, 0.5652, 0.2980], [0.1535, -1.3751, 1.0455]], "forces_ev_per_a": [[-3.4, -1.7, -1.1], [-4.0, -0.6, -2.0], [3.9, -1.9, -1.2], [0.8, 5.1, 2.7], [-0.1, -0.1, 1.9], [1.9, 0.1, -0.9], [1.0, -0.9, 0.5]], "relative_energy_kj_mol": 535.1, "mol_weight_g_mol": 59.044, "orbital_gap_ha": 0.4854, "total_charge": 1, "homo_energy_ha": -0.682, "e_lumo_ev": -5.358}

{"formula": "C21H25ClN2O5S", "method": "the ωB97M-V functional and the def2-TZVPD basis", "symbols": ["C", "C", "O", "C", "C", "C", "C", "N", "C", "C", "O", "N", "C", "C", "C", "C", "C", "O", "S", "O", "O", "C", "C", "C", "C", "Cl", "C", "C", "C", "C", "H", "H", "H", "H", "H", "H", "H", "H", "H", "H", "H", "H", "H", "H", "H", "H", "H", "H", "H", "H", "H", "H", "H", "H", "H"], "coordinates": [[-5.7749, -0.4049, 0.6426], [-5.6340, 0.8379, 1.5169], [-4.9515, 1.8901, 0.8613], [-3.6138, 1.7993, 0.6515], [-3.0633, 2.7865, -0.1708], [-1.7211, 2.7816, -0.4817], [-0.8927, 1.7890, 0.0313], [0.4713, 1.6523, -0.3452], [1.3278, 2.8241, -0.2587], [2.7839, 2.3914, -0.0539], [3.7171, 3.0519, -0.4511], [2.9045, 1.2738, 0.6913], [4.1336, 0.5217, 0.7519], [3.9882, -0.7804, -0.0536], [5.2552, -1.6393, -0.0184], [5.0043, -2.5447, 1.1861], [3.4937, -2.7511, 1.1026], [2.9491, -1.5745, 0.5278], [0.5779, 0.9496, -1.8916], [1.9348, 0.5404, -2.0854], [-0.0105, 1.8126, -2.8743], [-0.4754, -0.4782, -1.6500], [-1.7705, -0.4426, -2.1313], [-2.6303, -1.4904, -1.8552], [-2.1685, -2.5582, -1.0970], [-3.2457, -3.8499, -0.7187], [-0.8607, -2.6019, -0.6325], [-0.0065, -1.5479, -0.9106], [-1.4262, 0.8323, 0.8824], [-2.7737, 0.8299, 1.1924], [-6.2819, -0.1461, -0.2836], [-4.8010, -0.8223, 0.3975], [-6.3593, -1.1562, 1.1663], [-6.6215, 1.2546, 1.7326], [-5.1485, 0.5937, 2.4695], [-3.7215, 3.5424, -0.5690], [-1.3139, 3.5276, -1.1453], [1.0153, 3.4299, 0.5965], [1.2811, 3.4400, -1.1644], [2.0618, 0.7342, 0.8354], [4.3633, 0.2938, 1.7979], [4.9206, 1.1470, 0.3265], [3.6742, -0.5158, -1.0688], [5.3295, -2.2343, -0.9287], [6.1526, -1.0346, 0.0825], [5.2695, -2.0323, 2.1111], [5.5500, -3.4838, 1.1355], [3.2551, -3.6070, 0.4555], [3.0254, -2.9089, 2.0782], [-2.0875, 0.4102, -2.7098], [-3.6469, -1.4808, -2.2153], [-0.5216, -3.4457, -0.0526], [1.0126, -1.5450, -0.5530], [-0.7793, 0.0729, 1.2940], [-3.1504, 0.0661, 1.8535]], "forces_ev_per_a": [[0.1, 0.4, 0.1], [-0.2, -0.4, 0.1], [0.2, 0.2, -0.1], [0.2, 0.1, -0.2], [-0.2, -0.1, 0.1], [0.1, -0.1, 0.1], [-0.6, 0.0, 0.5], [-0.1, -0.5, -0.7], [0.5, 0.3, -0.3], [-0.2, 0.2, 0.4], [0.2, 0.3, -0.3], [-0.1, -0.4, 0.3], [0.0, -0.3, -0.2], [0.4, 0.6, -0.1], [-0.3, 0.0, 0.1], [-0.2, 0.1, 0.0], [0.1, -0.4, 0.2], [-0.2, 0.2, 0.0], [-0.3, -0.5, 0.1], [0.1, -0.1, 0.1], [-0.3, 0.0, 0.0], [0.3, 0.5, -0.2], [0.0, 0.1, -0.1], [0.1, -0.1, 0.0], [0.2, 0.3, -0.1], [-0.2, -0.2, 0.1], [0.0, 0.1, 0.0], [0.1, 0.0, -0.1], [0.0, 0.3, 0.0], [-0.2, -0.1, 0.1], [-0.1, 0.0, -0.1], [0.0, -0.1, 0.0], [-0.1, -0.1, 0.0], [0.2, -0.1, 0.1], [-0.1, 0.1, -0.1], [-0.1, 0.1, -0.1], [0.0, 0.1, -0.1], [0.0, -0.1, -0.1], [0.1, 0.1, 0.2], [0.1, 0.1, 0.0], [0.1, 0.0, -0.1], [0.0, -0.1, 0.1], [0.1, -0.1, 0.2], [0.0, 0.0, 0.0], [0.1, 0.0, -0.1], [0.0, 0.0, 0.0], [0.0, 0.0, 0.1], [0.0, 0.0, 0.1], [0.0, 0.0, -0.1], [-0.1, 0.1, -0.1], [-0.1, 0.0, 0.0], [0.0, -0.1, 0.0], [0.1, -0.1, 0.1], [0.1, -0.1, 0.0], [-0.1, -0.1, 0.0]], "relative_energy_kj_mol": 38.7, "mol_weight_g_mol": 452.960, "orbital_gap_ha": 0.3302, "homo_energy_ha": -0.319, "e_lumo_ev": 0.304, "smiles": "CCOc1ccc(N(CC(=O)NC[C@H]2CCCO2)S(=O)(=O)c2ccc(Cl)cc2)cc1"}

{"formula": "C11H7NS", "method": "the ωB97M-V functional and the def2-TZVPD basis", "symbols": ["C", "C", "C", "C", "S", "C", "N", "C", "C", "C", "C", "C", "C", "H", "H", "H", "H", "H", "H", "H"], "coordinates": [[0.6780, 0.0399, -0.0022], [-0.5240, 0.0709, -0.0037], [-1.9538, 0.0886, -0.0036], [-2.7489, -1.0298, 0.0012], [-4.4012, -0.5827, 0.0004], [-3.9056, 1.0820, 0.0005], [-2.6431, 1.2999, 0.0023], [2.1230, 0.0062, 0.0036], [2.7971, -1.2259, -0.0095], [4.1846, -1.2500, 0.0046], [4.9116, -0.0561, -0.0050], [4.2481, 1.1613, 0.0017], [2.8478, 1.1973, 0.0021], [-2.4223, -2.0631, -0.0050], [-4.6690, 1.8786, 0.0037], [2.2291, -2.1266, 0.0229], [4.6915, -2.2020, 0.0208], [6.0215, -0.0647, -0.0054], [4.8007, 2.1068, 0.0036], [2.3212, 2.1889, -0.0019]], "forces_ev_per_a": [[0.4, 0.0, 0.0], [-0.1, 0.0, 0.0], [-0.3, 0.0, 0.1], [0.2, 0.2, 0.0], [0.4, 0.3, 0.0], [-1.2, 0.3, 0.0], [0.6, -0.4, 0.0], [-0.4, 0.0, -0.1], [0.5, 0.9, 0.3], [-0.1, 0.3, -0.1], [0.7, -0.1, 0.1], [-0.5, 0.3, 0.0], [0.1, 1.0, 0.0], [-0.1, 0.2, 0.0], [0.6, -0.5, 0.0], [-0.3, -0.5, -0.1], [0.1, -0.1, 0.0], [-0.9, -0.1, 0.0], [-0.2, -0.4, 0.0], [0.5, -1.2, 0.0]], "relative_energy_kj_mol": 0.0, "mol_weight_g_mol": 185.251, "orbital_gap_ha": 0.3202, "homo_energy_ha": -0.305, "e_lumo_ev": 0.422, "smiles": "C(#Cc1cscn1)c1ccccc1"}

{"formula": "C26H45N3O14P2S2", "method": "the ωB97M-V functional and the def2-TZVPD basis", "symbols": ["H", "N", "C", "C", "C", "O", "C", "O", "N", "C", "C", "C", "C", "C", "N", "C", "C", "C", "O", "O", "C", "O", "C", "C", "C", "C", "C", "C", "C", "P", "P", "O", "O", "O", "H", "H", "H", "H", "H", "H", "H", "H", "H", "H", "H", "H", "H", "H", "H", "H", "H", "H", "H", "H", "H", "H", "H", "H", "H", "H", "H", "H", "C", "C", "O", "S", "C", "O", "O", "H", "H", "H", "H", "H", "H", "H", "H", "C", "C", "O", "S", "C", "O", "O", "H", "H", "H", "H", "H", "H", "H", "H"], "coordinates": [[-0.7935, -5.2289, -3.6378], [-1.5508, -4.5870, -3.4038], [-1.0386, -3.4441, -3.1961], [-1.9040, -2.2716, -2.7795], [-1.3646, -0.8893, -3.2251], [-2.1051, -0.5760, -4.4147], [0.1436, -0.7547, -3.5988], [0.7022, -1.2888, -4.5233], [0.7704, 0.1686, -2.6678], [-0.1256, 0.1841, -1.5039], [0.0562, 1.5022, -0.6795], [-0.0614, 1.3189, 0.8428], [-0.2227, 2.6310, 1.6216], [-0.2197, 2.3219, 3.1334], [-1.4787, 1.7299, 3.5904], [-2.0064, 2.3594, 4.8245], [-1.3548, 0.3312, 3.8665], [-2.5526, -0.5315, 3.4564], [-0.4109, -0.1933, 4.4139], [-0.0700, -1.0012, -0.7531], [1.1965, -1.3851, -0.3845], [2.1351, -0.6456, -0.2392], [1.3543, -2.8594, -0.1016], [1.8052, -3.7243, -1.0673], [1.9686, -5.0464, -0.7347], [1.6896, -5.4870, 0.5309], [1.2320, -4.6174, 1.4937], [1.0650, -3.2954, 1.1669], [-1.5206, 0.3094, -2.2416], [-3.0918, 0.0701, -1.2776], [-3.6506, 1.8825, -0.2227], [-3.3425, 1.6628, 1.1849], [-3.0050, 3.2504, -0.8185], [-5.2776, 2.0803, -0.3238], [0.0482, -3.3477, -3.2842], [-1.9733, -2.3581, -1.6873], [-2.9195, -2.4319, -3.1517], [-2.2266, -1.3956, -4.9065], [0.7014, 1.0676, -3.1417], [1.1038, 1.7872, -0.8578], [-0.5506, 2.3198, -1.0766], [0.8644, 0.8564, 1.2027], [-0.8644, 0.6231, 1.1207], [0.6558, 3.2721, 1.4538], [-1.1056, 3.2068, 1.3362], [0.6605, 1.6957, 3.3366], [-0.0332, 3.2585, 3.6697], [-1.7354, 3.4086, 4.9177], [-1.7061, 1.7688, 5.7027], [-3.1049, 2.3050, 4.8117], [-2.6517, -1.3371, 4.1879], [-3.4499, 0.0899, 3.4415], [-2.3414, -0.9793, 2.4815], [2.0433, -3.3946, -2.0744], [2.3549, -5.7502, -1.4654], [1.8414, -6.5270, 0.8005], [1.0217, -4.9168, 2.5136], [0.7324, -2.5772, 1.9113], [-1.5551, 1.1402, -2.9518], [-4.0796, -0.0457, -2.2938], [-3.2421, 3.3566, -1.7514], [-5.4041, 3.0377, -0.2472], [-2.1628, 8.8278, 2.4354], [-3.6292, 8.4808, 2.6060], [-3.9852, 7.2612, 1.9285], [-3.5314, 5.8792, 2.5856], [-4.5072, 4.8217, 1.5729], [-4.0132, 5.8288, 3.9312], [-2.1509, 5.6565, 2.2882], [-1.5237, 8.1011, 2.9358], [-1.9536, 9.8102, 2.8600], [-1.8884, 8.8290, 1.3802], [-3.9015, 8.4170, 3.6611], [-4.2425, 9.2624, 2.1605], [-5.5597, 5.0148, 1.7703], [-4.2535, 3.7933, 1.8366], [-4.2612, 5.0132, 0.5313], [6.5657, -3.3671, -1.1166], [5.9120, -3.8806, -2.3845], [6.7501, -4.8184, -3.0874], [6.8776, -6.2925, -2.4964], [7.6721, -7.0195, -3.8901], [5.5652, -6.8468, -2.3535], [7.7948, -6.2787, -1.4008], [6.6808, -4.1625, -0.3811], [5.9584, -2.5793, -0.6696], [7.5607, -2.9753, -1.3291], [4.9397, -4.3299, -2.1720], [5.7441, -3.0472, -3.0648], [6.9899, -6.9998, -4.7357], [7.9174, -8.0457, -3.6252], [8.5798, -6.4622, -4.1060]], "forces_ev_per_a": [[-0.2, -0.2, 0.1], [0.0, 0.4, -0.1], [-0.1, -0.6, -0.2], [1.1, -0.5, 0.7], [-1.3, -0.3, -0.8], [0.3, 0.4, 0.1], [0.6, -0.5, 0.2], [-0.6, 0.6, 0.7], [-0.5, -1.3, -0.5], [-1.8, 3.9, -0.4], [1.6, -0.8, 0.3], [-0.2, 0.2, 0.1], [0.4, -0.3, 0.4], [0.4, 0.8, -0.4], [0.9, 0.0, 0.5], [-1.0, -0.8, 0.0], [-0.6, -1.1, -0.1], [0.3, 0.6, 0.7], [0.1, 0.5, -0.5], [0.7, -0.4, -0.7], [1.4, -0.4, 0.6], [-0.9, 0.0, -0.4], [-0.9, 1.3, -0.4], [0.2, 0.1, -0.7], [0.5, -0.6, -0.7], [0.0, -1.0, 0.8], [-0.1, 0.1, 0.6], [-0.3, 0.6, 0.7], [-0.3, -2.1, -0.3], [-0.1, -0.8, 0.3], [-1.0, 0.0, 0.6], [0.8, 0.3, 0.3], [-0.4, -0.5, -0.2], [1.1, 0.3, -1.0], [-0.2, 0.5, 0.2], [0.1, 0.2, -0.1], [0.1, 0.1, -0.1], [0.1, 0.1, -0.1], [0.7, 0.2, 0.3], [-0.2, 0.2, 0.0], [-0.3, -0.3, 0.1], [-0.1, 0.0, -0.2], [-0.1, 0.2, -0.2], [-0.1, -0.1, -0.2], [0.0, -0.2, 0.0], [-0.3, -0.1, 0.2], [-0.2, -0.1, 0.0], [0.2, -0.1, -0.1], [0.3, 0.5, 0.1], [0.2, 0.1, -0.1], [0.0, 0.0, -0.1], [0.0, -0.2, -0.4], [-0.2, 0.2, 0.0], [0.0, 0.1, 0.1], [-0.1, 0.1, 0.0], [0.0, 0.0, -0.2], [0.0, -0.2, -0.1], [0.0, -0.1, 0.0], [0.3, 0.4, 0.6], [0.4, 0.5, -0.1], [0.1, 0.1, 0.0], [-0.5, -0.1, 0.0], [0.2, -0.2, 0.0], [0.3, 0.6, 0.3], [-0.1, -0.2, -0.1], [-0.3, 0.1, -0.5], [-0.2, 0.0, 0.0], [0.2, 0.0, 0.1], [0.1, -0.1, 0.2], [0.0, 0.0, 0.0], [-0.1, 0.0, 0.0], [0.0, 0.1, 0.0], [0.0, -0.2, 0.0], [-0.1, -0.2, -0.1], [0.0, 0.1, 0.1], [0.1, 0.1, 0.1], [0.1, 0.1, 0.0], [0.1, -0.2, 0.2], [-0.3, 0.5, 0.5], [0.0, -0.2, -0.2], [0.2, 0.3, -0.5], [0.0, 0.0, -0.1], [0.0, 0.0, 0.3], [-0.1, -0.2, 0.2], [0.0, 0.0, 0.0], [0.0, 0.0, -0.1], [0.0, 0.1, 0.0], [0.1, -0.2, -0.1], [0.1, -0.2, -0.2], [0.0, 0.0, 0.0], [0.0, 0.0, 0.1], [0.0, 0.0, 0.0]], "mol_weight_g_mol": 749.735, "orbital_gap_ha": 0.3062, "homo_energy_ha": -0.314, "e_lumo_ev": -0.210, "smiles": "[H]/N=C/C[C@]1(O)C(=O)N[C@](CCCCN(C)C(C)=O)(OC(=O)c2ccccc2)[C@@H]1PP(=O)(O)O.CCOS(C)(=O)=O.CCOS(C)(=O)=O"}